# C32H34F6N9O3SSc

C32H34F6N9O3SSc as an isolated structure (ωB97M-V with the def2-TZVPD basis set, OMol25).

XYZ file:
```
86
Properties=species:S:1:pos:R:3:forces:R:3
Sc -0.4056 -0.7313 -0.6145 0.43 0.34 0.00
C -2.6772 4.6025 5.5018 -0.01 -0.01 -0.01
C -2.2733 3.3188 4.8287 -0.01 0.04 0.02
C -2.6074 2.0882 5.3814 -0.01 -0.06 0.01
C -2.2187 0.9032 4.7707 0.06 0.14 -0.04
C -1.4845 0.9651 3.5957 -0.09 0.09 0.14
C -1.1384 2.1814 3.0142 -0.04 -0.03 0.04
C -1.5409 3.3460 3.6422 0.01 0.03 -0.04
S -0.9993 -0.5272 2.8128 -0.33 -0.08 -0.17
O 0.4447 -0.5661 2.7434 0.16 0.00 -0.02
O -1.6600 -1.6206 3.4915 0.04 0.00 -0.04
N -1.4824 -0.4090 1.2934 0.11 -0.22 -0.04
C -2.7547 -0.5862 0.8134 0.15 0.01 0.27
C -3.9685 -0.4820 1.5045 0.05 0.02 0.11
C -5.1325 -0.6403 0.7922 -0.04 -0.03 -0.16
C -5.0921 -0.8989 -0.5834 -0.02 0.02 0.16
C -3.8614 -1.0005 -1.1840 0.06 0.00 -0.06
N -2.7177 -0.8648 -0.5034 0.06 0.02 -0.05
H -3.4695 4.4358 6.2307 0.00 0.00 0.00
H -3.0282 5.3336 4.7733 0.00 0.00 0.00
H -1.8285 5.0461 6.0266 0.01 -0.01 0.00
H -3.1812 2.0531 6.3001 0.00 0.00 -0.01
H -2.4758 -0.0579 5.1933 -0.01 -0.02 0.00
H -0.5804 2.2140 2.0795 0.02 -0.02 0.00
H -1.2845 4.3002 3.1962 0.00 0.00 0.00
H -3.9662 -0.2740 2.5649 -0.02 0.00 -0.01
H -6.0853 -0.5566 1.2995 0.00 0.00 -0.01
H -5.9936 -1.0144 -1.1660 -0.01 0.00 0.01
H -3.7662 -1.1980 -2.2438 0.02 0.00 0.00
C 4.4255 -2.1768 -2.0100 -0.02 0.01 0.00
N 3.5395 -1.2122 -1.3700 0.14 0.03 0.03
C 3.4685 0.1117 -2.0097 -0.09 0.05 -0.03
C 2.7446 -1.5026 -0.3423 -0.18 -0.17 -0.31
N 2.1565 -0.5783 0.4011 0.10 0.14 -0.27
N 2.5073 -2.8365 -0.0407 0.01 -0.05 0.12
C 1.3581 -3.3002 0.6032 -0.04 0.25 -0.13
N 1.5143 -4.5542 1.1154 0.01 -0.03 0.08
N 0.2909 -2.5949 0.6196 0.01 -0.19 0.08
H 5.4230 -2.1561 -1.5665 -0.01 0.02 0.03
H 4.4991 -1.9148 -3.0612 0.02 -0.03 0.01
H 4.0550 -3.1992 -1.9846 -0.01 0.00 0.02
H 4.2631 0.1642 -2.7472 -0.01 -0.01 -0.02
H 3.5956 0.9143 -1.2881 0.02 -0.02 0.03
H 2.4966 0.2223 -2.4927 0.02 0.01 0.03
H 1.5026 -0.9021 1.1105 -0.07 -0.12 0.43
H 2.9587 -3.5224 -0.6196 0.01 -0.01 0.01
H 2.4127 -4.7769 1.5137 0.00 0.00 -0.01
H 0.7257 -4.9368 1.6124 0.00 0.00 -0.01
H -0.4016 -2.9337 1.2834 0.00 -0.04 -0.04
C -2.1961 3.2202 -3.5436 0.02 0.00 0.02
C -1.4238 3.9282 -2.6304 0.00 -0.01 0.00
C -0.6232 3.2853 -1.7006 -0.07 0.04 -0.05
C -0.5629 1.8824 -1.6544 0.14 0.02 0.10
C -1.3481 1.1789 -2.5862 0.02 0.04 -0.10
C -2.1460 1.8339 -3.5073 -0.04 -0.03 0.00
N 0.2225 1.1864 -0.7361 -0.18 0.01 0.05
N 0.7258 2.0623 0.2593 -0.17 -0.13 -0.23
C 1.9126 1.8395 0.7829 0.32 0.08 0.19
C 2.4873 2.9309 1.5430 -0.14 -0.09 -0.11
C 3.7486 2.9008 2.0485 0.17 -0.09 0.04
C 4.5797 1.7594 1.9124 -0.08 0.16 0.02
C 4.0404 0.6603 1.2997 -0.03 -0.07 -0.01
C 2.7524 0.6859 0.7532 -0.19 0.03 0.00
H -2.8139 3.7322 -4.2690 0.00 0.01 0.00
H -1.4404 5.0121 -2.6425 0.00 0.00 0.00
H -0.0299 3.8428 -0.9938 0.00 0.01 -0.01
H -1.3501 0.0941 -2.6376 0.15 0.00 -0.10
H -2.7276 1.2484 -4.2105 0.01 0.00 0.00
H 1.8678 3.8132 1.6504 0.00 0.00 0.00
H 4.1268 3.7710 2.5726 -0.01 0.00 0.00
H 5.5779 1.7347 2.3253 0.00 0.02 0.01
H 4.6114 -0.2641 1.2553 -0.04 -0.02 -0.02
C 1.0477 -3.9086 -2.9283 0.03 -0.10 -0.05
C 0.3335 -2.5758 -3.1796 0.21 -0.12 0.06
O 0.5222 -1.6920 -2.1584 -0.63 0.05 -0.05
C 0.9057 -1.9505 -4.4761 -0.03 -0.08 0.00
F 2.2512 -1.8625 -4.3762 0.03 -0.01 0.02
F 0.6442 -2.7000 -5.5630 0.04 0.02 0.00
F 0.4520 -0.7243 -4.7057 -0.05 0.05 0.01
C -1.1703 -2.9017 -3.3775 0.10 0.08 0.08
F -1.3905 -3.8937 -4.2473 -0.01 0.02 -0.04
F -1.7019 -3.2917 -2.1995 0.04 0.05 0.03
F -1.8751 -1.8360 -3.7874 -0.07 -0.03 -0.04
H 2.1002 -3.7003 -2.7514 -0.02 0.00 -0.03
H 0.9647 -4.5897 -3.7741 0.01 0.00 0.00
H 0.6191 -4.3874 -2.0474 -0.01 0.05 0.00
```
Forces are in eV/Å.

- Highest occupied orbital energy: -5.33 eV
- Molecular weight: 783.70 g mol⁻¹
- LUMO level: -0.15 eV
- Gap between HOMO and LUMO: 5.2 eV
- Multiplicity: 1